# 1
ORCA calculation (ωB97M-V/def2-TZVPD) on an isolated molecule of C3H8N2OS at a distorted geometry.

## Properties
- energy (Ha) = -702.04851
- ΔE to the lowest compared entry with this formula, charge and spin (kcal/mol) = 18.2
- Kohn-Sham gap (eV) = 10.01

ORCA input file:
```
! RIJCOSX wB97M-V def2-TZVPD def2/J DEFGRID3
* xyz 0 1
N 2.06816 -0.96035 0.87909
C 1.13592 -1.02738 -0.12771
O 1.09022 -1.63065 -1.15482
C -0.00981 -0.03721 0.22919
N 0.51643 1.32828 0.43049
C -1.19074 -0.14154 -0.70666
S -2.69201 0.64426 0.01777
H 2.09747 -0.02187 1.26619
H 2.74318 -1.69311 1.00364
H -0.35897 -0.22568 1.24650
H 0.62163 1.91728 -0.38043
H -0.18325 1.81511 0.98511
H -1.56664 -1.14810 -0.87639
H -0.96331 0.24307 -1.70137
H -3.30828 0.93787 -1.11062
*
```

# 2
ORCA calculation (ωB97M-V/def2-TZVPD) on a structure of composition C44H86Cl2MgN10O9P at a distorted geometry.

## Properties
- energy (Ha) = -4413.84943
- Kohn-Sham gap (eV) = 0.77

ORCA input file:
```
! RIJCOSX wB97M-V def2-TZVPD def2/J DEFGRID3
* xyz 1 1
C 3.87061 -3.25313 2.88547
C 3.45436 -3.34294 1.37517
C 2.47409 -2.23121 0.92114
C 0.94736 -2.62382 0.72858
C 0.54593 -3.33210 2.05099
O 0.83007 -4.71050 2.11446
C 0.57145 -5.32764 3.30502
C -0.07762 -4.77271 4.41729
C -0.32807 -5.53799 5.56410
C 0.05777 -6.85471 5.61329
C 0.73777 -7.41246 4.51656
C 0.98086 -6.65745 3.39121
C 0.99089 -3.52363 -0.55118
C 0.19412 -4.84602 -0.57428
C -1.32606 -4.72533 -0.40692
N -1.96256 -5.95775 -0.82171
N 0.66555 -2.86567 -1.83403
C 0.91916 -1.44726 -1.93379
C 2.36054 -1.22407 -2.52326
C 0.67828 -0.58199 -0.63511
P -0.22054 0.91761 -1.20624
O -1.34873 0.63235 -2.11886
O -0.70925 1.93015 -0.07070
O 0.86878 1.76690 -2.06468
N 0.13136 -1.33002 0.54644
C -1.29071 -1.72527 0.26283
C -2.47304 -0.75822 0.49349
C -3.60907 -1.50016 1.27044
C -4.14501 -2.74184 0.49205
N -5.63639 -2.73736 0.50748
C -6.07384 -2.77667 -0.84999
N -6.26722 -3.89017 -1.45417
N -6.21277 -1.52953 -1.44868
C 0.21185 -0.49370 1.77659
C 1.08875 0.58556 1.91428
C 1.10081 1.34161 3.07343
N 0.36656 1.15735 4.16998
C -0.46587 0.12568 4.01339
C -0.59988 -0.68133 2.89681
H 3.29557 -2.44732 3.46998
H 4.94371 -3.00784 2.94248
H 3.76520 -4.24933 3.31553
H 3.10941 -4.34090 1.07735
H 4.39668 -3.20468 0.82374
H 2.63744 -1.43035 1.65447
H 2.86822 -1.86149 -0.03720
H 1.06121 -2.83282 2.89077
H -0.51997 -3.21158 2.31503
H -0.42078 -3.74339 4.40053
H -0.86153 -5.08009 6.39297
H -0.14575 -7.48815 6.47202
H 1.06874 -8.44808 4.52269
H 1.50310 -7.11148 2.54974
H 2.02453 -3.85395 -0.72758
H 0.34701 -5.26929 -1.58145
H 0.59474 -5.62810 0.07568
H -1.61265 -4.51585 0.64678
H -1.73309 -3.94155 -1.06615
H -1.78284 -6.68204 -0.12912
H -2.95084 -5.79563 -0.93588
H -0.21753 -3.16611 -2.22214
H 0.26602 -1.08258 -2.73884
H 2.76758 -2.18381 -2.85201
H 3.05273 -0.77465 -1.79784
H 2.30744 -0.59558 -3.42378
H 1.68390 -0.19005 -0.43467
H -0.68306 2.83340 -0.42247
H 0.95788 1.29204 -2.90499
H -1.57343 -2.61227 0.83247
H -1.40238 -2.05580 -0.77089
H -2.94405 -0.48573 -0.45972
H -2.29334 0.18125 1.02324
H -4.43737 -0.77731 1.29728
H -3.35709 -1.70343 2.31706
H -3.72247 -2.78454 -0.51865
H -3.82169 -3.64875 1.02769
H -5.97446 -3.54221 1.02648
H -6.07327 -4.66954 -0.82084
H -6.03750 -0.81491 -0.74754
H -5.48788 -1.39479 -2.15005
H 1.76885 0.88346 1.11970
H 1.78921 2.19175 3.11002
H -1.10832 -0.09478 4.86832
H -1.32268 -1.49185 2.91656
Cl 2.12968 -2.83678 4.98175
C 2.86258 6.05984 2.06468
C 4.29754 6.39291 2.41685
N 4.58016 6.54291 3.89368
C 3.75898 7.69801 4.40328
C 6.03210 6.96517 4.09688
C 7.09177 5.96322 3.69207
C 4.17654 5.34511 4.73651
C 4.72849 3.97917 4.36033
O 4.33339 3.58425 3.05656
C 5.29492 2.78342 2.38176
H 2.16906 6.85261 2.34730
H 2.78304 5.94235 0.98392
H 2.51661 5.13220 2.51543
H 4.57126 7.34636 1.96174
H 4.97529 5.64719 2.01962
H 3.98268 8.57217 3.79744
H 4.03104 7.87768 5.44036
H 2.70500 7.44722 4.34096
H 6.14228 7.21551 5.15214
H 6.15626 7.88071 3.51758
H 7.27199 5.23472 4.47889
H 8.05780 6.47753 3.55387
H 6.87642 5.44370 2.75989
H 3.08829 5.31251 4.69761
H 4.47604 5.58374 5.75706
H 4.30872 3.25624 5.07013
H 5.80648 3.93684 4.48283
H 6.07939 2.41392 3.04385
H 5.75166 3.37331 1.57874
H 4.77707 1.92329 1.92332
Cl -7.99889 -3.47312 -2.97389
C -3.70647 4.18916 -9.08779
C -4.80020 4.32565 -8.02800
C -4.48915 3.81211 -6.62788
N -4.24614 2.31934 -6.45928
C -4.41893 2.03730 -4.97231
C -4.02804 0.62577 -4.58034
C -2.61084 0.29493 -5.01452
C -2.43779 0.55168 -6.50376
C -2.83059 1.97221 -6.87328
C -5.25698 1.54393 -7.23972
H -3.64598 3.17531 -9.48548
H -3.93126 4.83684 -9.93395
H -2.72920 4.47772 -8.69713
H -5.72832 3.88908 -8.40063
H -5.00986 5.39157 -7.91235
H -5.34580 4.04363 -5.99314
H -3.62080 4.32104 -6.20892
H -3.79510 2.76142 -4.44552
H -5.46387 2.23096 -4.73162
H -4.10788 0.52661 -3.49616
H -4.72946 -0.09942 -5.00170
H -2.38248 -0.74609 -4.78513
H -1.90316 0.90492 -4.44763
H -3.02193 -0.16918 -7.08229
H -1.39633 0.39147 -6.78666
H -2.75486 2.10245 -7.94809
H -2.17218 2.68812 -6.38013
H -5.07550 1.69485 -8.30013
H -6.24753 1.89779 -6.96287
H -5.16402 0.48822 -7.01051
O 10.11770 5.87279 3.56816
H 9.75904 5.72517 4.45156
Mg 4.58631 1.11330 -0.03110
N -3.06707 -6.82976 2.18941
O -2.22589 -7.63973 1.74131
O -3.70076 -6.09975 1.38564
O -3.25783 -6.72910 3.40511
*
```

# 3
ORCA calculation (ωB97M-V/def2-TZVPD) on a structure of composition C12H8Cl5N5OPtS.

## Properties
- energy (Ha) = -3628.83724
- ΔE to the lowest compared entry with this formula, charge and spin (kcal/mol) = 0.0
- Kohn-Sham gap (spin up / spin down) (eV) = 3.33 / 3.33

ORCA input file:
```
! RIJCOSX wB97M-V def2-TZVPD def2/J DEFGRID3
* xyz 2 1
Pt 0.40864 -0.56385 -0.52427
Cl -1.76850 3.92630 -5.82580
C -1.58217 2.85139 -4.58855
C -0.46544 3.02648 -3.68435
Cl 0.56688 4.35215 -3.87904
C -0.27167 2.12316 -2.68594
Cl 0.96969 2.30171 -1.56211
C -1.21213 1.00842 -2.50595
O -1.11720 0.16704 -1.60788
C -2.37150 0.89719 -3.42206
Cl -3.42573 -0.37525 -3.18191
C -2.53083 1.79175 -4.44448
Cl -3.82462 1.65776 -5.53020
N 1.85267 -1.47376 0.30226
C 2.93655 -1.93826 0.46345
N 3.97244 -2.49101 0.79830
C 5.24544 -2.44038 0.44718
N 6.36176 -2.44447 0.16699
C -1.34076 -3.33476 1.13815
N -0.51498 -2.81769 2.21690
C -0.04171 -3.66772 3.32893
C 0.73275 -2.68226 4.22788
N 0.55425 -1.41156 3.51107
C -0.15411 -1.57045 2.40790
S -0.62104 -0.18187 1.43402
H -1.45338 -4.40513 1.28579
H -0.86029 -3.16439 0.17550
H -2.32424 -2.86615 1.15027
H 0.58999 -4.46540 2.94154
H -0.90165 -4.11022 3.83031
H 1.79157 -2.92620 4.28717
H 0.32575 -2.61682 5.23426
H 0.84604 -0.50971 3.85092
*
```